{"formula": "C35H45N6O6P", "method": "ωB97M-V with the def2-TZVPD basis set", "symbols": ["C", "C", "O", "P", "O", "O", "C", "O", "C", "C", "C", "C", "C", "C", "O", "O", "C", "C", "H", "H", "H", "H", "H", "H", "H", "H", "H", "H", "H", "H", "H", "H", "H", "N", "C", "C", "C", "C", "H", "H", "H", "H", "H", "N", "C", "C", "C", "C", "H", "H", "H", "H", "H", "N", "C", "C", "C", "C", "H", "H", "H", "H", "H", "N", "C", "C", "C", "C", "H", "H", "H", "H", "H", "N", "C", "C", "C", "C", "H", "H", "H", "H", "H", "N", "C", "C", "C", "C", "H", "H", "H", "H", "H"], "coordinates": [[-1.2187, -0.7113, -5.6504], [-0.4705, -0.0913, -6.6229], [0.9380, -0.1436, -6.6564], [1.4971, 1.3552, -6.2884], [0.9325, 1.7688, -5.0117], [3.0780, 1.3980, -6.4053], [3.7355, 0.4519, -5.5648], [4.4689, 1.0622, -4.5091], [4.4814, 2.4564, -4.5382], [5.3876, 3.1739, -5.2740], [5.3646, 4.5522, -5.2797], [4.3955, 5.1968, -4.5469], [3.4778, 4.5011, -3.7895], [3.5461, 3.1269, -3.7905], [0.9341, 2.3404, -7.4450], [1.6977, 2.0271, -8.6222], [1.9288, 3.2504, -9.3194], [3.3014, 3.8146, -8.9184], [-1.7465, -1.6287, -5.9251], [-1.3675, -0.3124, -4.6460], [-0.9470, 0.5388, -7.3812], [3.0607, -0.3242, -5.1833], [4.4720, -0.0649, -6.1936], [6.1515, 2.6552, -5.8522], [6.0627, 5.1446, -5.8607], [4.3548, 6.2845, -4.5423], [2.7015, 4.9727, -3.1971], [2.8354, 2.5252, -3.2303], [1.1764, 3.9842, -9.0117], [1.8625, 3.1103, -10.4008], [3.4463, 4.8065, -9.3605], [4.1062, 3.1617, -9.2741], [3.3729, 3.8814, -7.8281], [2.0267, 0.3715, -0.5166], [2.0584, 0.6902, 0.8119], [3.3713, 0.8145, 1.1859], [4.1627, 0.5650, 0.0317], [3.3034, 0.2974, -1.0001], [1.1949, 0.2159, -1.0559], [1.1457, 0.8008, 1.3726], [3.7261, 1.0589, 2.1746], [5.2377, 0.5817, -0.0326], [3.4881, 0.0613, -2.0351], [0.6580, -0.8920, 3.4872], [0.4701, -2.1352, 4.0185], [-0.8186, -2.2074, 4.4807], [-1.4350, -0.9565, 4.2116], [-0.4994, -0.1675, 3.5956], [1.5150, -0.5593, 3.0778], [1.2661, -2.8603, 4.0242], [-1.2671, -3.0630, 4.9571], [-2.4483, -0.6684, 4.4430], [-0.5563, 0.8443, 3.2269], [-5.5034, -1.4934, 4.2532], [-5.5411, -0.7629, 3.0947], [-6.7712, -0.1694, 3.0124], [-7.5047, -0.5506, 4.1687], [-6.6962, -1.3638, 4.9148], [-4.7225, -2.0378, 4.5682], [-4.6917, -0.7321, 2.4326], [-7.1090, 0.4687, 2.2127], [-8.5106, -0.2596, 4.4225], [-6.8646, -1.8614, 5.8549], [-3.0511, -1.6879, -1.0164], [-4.1885, -1.8371, -1.7632], [-5.0535, -2.6300, -1.0582], [-4.4153, -2.9694, 0.1649], [-3.1830, -2.3717, 0.1627], [-2.2450, -1.1587, -1.2911], [-4.2824, -1.3684, -2.7282], [-6.0355, -2.9328, -1.3816], [-4.8165, -3.5816, 0.9557], [-2.3911, -2.3739, 0.8941], [0.4487, 1.9744, 6.2380], [0.9929, 3.2212, 6.0926], [1.1452, 3.7634, 7.3412], [0.6784, 2.8026, 8.2777], [0.2583, 1.7103, 7.5657], [0.2232, 1.3478, 5.4844], [1.2231, 3.6143, 5.1164], [1.5470, 4.7390, 7.5596], [0.6546, 2.9023, 9.3503], [-0.1593, 0.7714, 7.8879], [-2.2434, -5.7523, 5.7898], [-1.2553, -5.6375, 6.7315], [-0.8734, -6.9007, 7.0947], [-1.6576, -7.8142, 6.3394], [-2.4903, -7.0758, 5.5430], [-2.7143, -4.9855, 5.3475], [-0.9126, -4.6706, 7.0603], [-0.1154, -7.1445, 7.8205], [-1.6137, -8.8899, 6.3772], [-3.2350, -7.3755, 4.8253]], "atomic_forces_ev_per_a": [[0.21, 0.01, -0.09], [-0.74, -1.13, -0.03], [0.35, 2.74, 0.86], [-0.73, 0.41, 0.49], [-0.04, 0.16, 0.33], [-0.84, -0.85, -0.14], [1.52, -0.62, -0.22], [-0.58, 0.14, -0.43], [-0.17, 0.01, 0.33], [1.29, -0.60, -0.85], [-0.13, 0.21, -0.06], [-0.26, 1.40, 0.27], [-0.10, -0.29, 0.15], [-0.85, -0.69, 0.63], [0.76, -0.27, 0.39], [-0.38, -0.45, -1.19], [0.83, 1.34, 0.83], [-0.12, -0.27, -0.24], [-1.62, 1.28, -0.43], [1.77, -1.08, 0.50], [0.49, -1.33, -1.12], [-0.12, 0.47, 0.26], [-0.20, 0.20, -0.07], [-0.19, -0.03, 0.08], [0.06, -0.25, 0.02], [0.05, -0.15, -0.08], [0.18, 0.19, -0.14], [0.05, 0.18, -0.03], [-0.16, -0.33, -0.18], [-0.15, -0.52, 0.21], [-0.03, -0.13, 0.12], [-0.12, 0.09, 0.08], [-0.01, 0.10, -0.16], [0.04, 0.01, 0.01], [-0.07, -0.01, 0.05], [-0.03, -0.01, 0.05], [0.00, -0.03, 0.00], [-0.02, -0.05, -0.09], [0.03, 0.04, -0.03], [-0.01, 0.08, -0.06], [0.01, 0.04, -0.02], [-0.01, 0.01, 0.00], [0.06, 0.05, 0.01], [-0.06, -0.06, 0.08], [0.08, 0.01, 0.00], [-0.01, 0.01, -0.03], [-0.11, -0.02, 0.05], [0.14, 0.13, -0.05], [0.00, -0.08, -0.05], [-0.03, -0.01, 0.02], [0.05, -0.01, 0.00], [0.02, 0.05, -0.01], [-0.07, -0.02, -0.02], [-0.08, 0.12, -0.03], [0.12, -0.04, -0.01], [0.02, 0.03, -0.01], [-0.02, 0.00, 0.02], [0.04, -0.10, 0.06], [-0.01, 0.02, -0.01], [-0.05, -0.03, -0.04], [0.01, -0.01, 0.00], [0.01, 0.00, 0.00], [-0.02, 0.01, -0.01], [-0.08, 0.00, 0.05], [0.05, 0.02, -0.05], [-0.02, 0.01, -0.02], [0.05, 0.00, 0.03], [0.08, 0.00, 0.02], [-0.02, 0.00, 0.00], [-0.02, -0.02, 0.01], [0.01, 0.01, 0.01], [-0.01, 0.02, -0.01], [-0.02, -0.02, 0.00], [0.07, 0.04, 0.01], [-0.03, -0.03, -0.06], [0.03, 0.03, -0.02], [0.00, -0.03, 0.03], [-0.04, -0.04, -0.03], [-0.04, -0.06, 0.06], [0.00, 0.02, 0.02], [0.00, -0.01, 0.00], [0.00, 0.00, -0.01], [0.00, 0.02, 0.01], [0.08, -0.06, 0.03], [-0.04, 0.08, -0.01], [0.03, 0.02, 0.00], [-0.01, -0.02, -0.01], [-0.07, 0.03, -0.03], [0.00, -0.03, -0.02], [0.01, -0.02, 0.02], [-0.01, 0.01, -0.01], [0.00, 0.01, 0.00], [0.01, -0.02, 0.02]], "energy_ev": -67533.010, "homo_energy_ev": -8.1437, "fmax_ev_per_a": 2.89, "orbital_gap_ev": 7.4}